# 1
C4H5CsO3 | wB97M-V/def2-TZVPD

Each line ends with the Mulliken charge.
CARTESIAN COORDINATES (ANGSTROEM)
O: -0.34329 0.66872 0.38462  -0.16
Cs: -0.65125 -0.30573 -5.74960  1.00
O: -0.58267 -0.59557 -1.44235  -0.38
C: -0.61242 -0.51807 -0.26699  0.65
O: -0.96080 -1.45191 0.63755  -0.14
C: -1.40364 -2.66860 0.29345  -0.08
C: 0.83941 1.06467 1.68707  -0.02
C: 0.85185 1.39852 0.28083  -0.35
H: -1.43932 -2.69002 -0.81934  0.18
H: 0.09034 1.55165 2.32346  0.31
H: 1.38290 0.14936 1.94852  0.30
H: 1.22579 2.39476 1.12990  0.32
H: 1.60309 1.00222 -0.40713  0.36

The calculation puts the electronic energy at -10893.5752 eV. Its HOMO energy is -15.83 eV. The total charge is +2. The value obtained for the LUMO energy is -9.78 eV. The calculation puts the molar mass at 233.99 g/mol. The frontier orbital gap comes out at 6.04 eV.

# 2
C6H10 | wB97M-V/def2-TZVPD

Each line ends with the Mulliken charge.
CARTESIAN COORDINATES (ANGSTROEM)
C: 3.08617 0.52360 -0.27767  -1.22
C: 1.63675 0.32306 -0.25500  0.84
C: 0.47747 0.08660 -0.01670  -0.65
C: -0.87134 -0.37143 0.34728  0.57
C: -1.50743 -1.12128 -0.83003  -1.32
C: -1.74301 0.75608 0.91262  -1.29
H: 3.51943 -0.10854 0.50777  0.28
H: 3.51886 0.24078 -1.24192  0.30
H: 3.35218 1.56504 -0.06571  0.30
H: -0.66484 -1.08741 1.15344  0.14
H: -1.66533 -0.43687 -1.67103  0.32
H: -2.46324 -1.59359 -0.56965  0.36
H: -0.81629 -1.90118 -1.16116  0.35
H: -1.95714 1.50131 0.13830  0.32
H: -2.69284 0.36683 1.30262  0.34
H: -1.20939 1.25700 1.72685  0.35

The energy above the lowest of the compared OMol25 structures with the same formula, charge and spin comes out at 29.6 kcal/mol. The calculation puts the electronic energy at -6382.5777 eV. Its HOMO energy is -9.29 eV. The value obtained for the LUMO energy is 1.07 eV. Its SMILES is CC#CC(C)C. The calculation puts the molar mass at 82.15 g/mol. The frontier orbital gap comes out at 10.36 eV.

# 3
C6H7O5Sn | wB97M-V/def2-TZVPD

Each line ends with the Mulliken charge.
CARTESIAN COORDINATES (ANGSTROEM)
O: -1.88144 -0.90388 1.24930  -0.47
Sn: -2.09447 -1.27972 -0.53724  0.70
O: -4.08166 -0.71183 -0.93759  0.08
C: -5.13395 -0.31765 -0.76747  0.04
C: -1.12622 0.13504 1.77877  -0.53
C: -1.41358 1.48582 1.10512  -0.39
H: -1.34726 0.26026 2.85389  0.39
H: -0.03935 -0.07296 1.72189  0.27
H: -2.44454 1.78984 1.33792  0.32
H: -0.75370 2.26278 1.52478  0.35
C: -1.27835 1.47270 -0.39074  -0.17
C: -0.43596 0.68495 -1.05657  -0.59
O: -0.39857 0.70051 -2.45738  -0.27
C: -1.00217 -0.29295 -3.06167  0.87
O: -1.64907 -1.16552 -2.48270  -0.48
O: -0.87552 -0.21089 -4.34888  -0.41
H: -1.93907 2.11732 -0.97857  0.36
H: 0.31950 0.03107 -0.61347  0.53
H: -1.64981 -0.57720 -4.80125  0.40

The calculation puts the electronic energy at -22393.9736 eV. Its HOMO energy is -11.56 eV. The total charge is +1. The value obtained for the LUMO energy is -3.91 eV. The calculation puts the molar mass at 277.83 g/mol. The frontier orbital gap comes out at 7.65 eV.

# 4
C33H47CdF9NOPSSbSi | wB97M-V/def2-TZVPD

Each line ends with the Mulliken charge.
CARTESIAN COORDINATES (ANGSTROEM)
Cd: 3.59336 -16.85896 -11.46330  2.96
C: 9.19570 -18.18256 -11.38685  -1.69
C: 8.64241 -16.82284 -11.80794  0.40
C: 7.92139 -16.97295 -13.11563  -1.27
C: 7.87814 -16.05672 -10.74906  0.64
C: 7.87318 -14.67489 -10.70948  -0.83
C: 7.31611 -14.00530 -9.64305  -0.47
C: 6.63204 -14.66720 -8.63213  0.62
C: 6.05383 -13.92420 -7.48355  -1.47
C: 6.65021 -16.07918 -8.69012  -0.52
C: 7.26311 -16.77356 -9.71366  -0.26
H: 9.88964 -18.56070 -12.13710  0.49
H: 8.38116 -18.87416 -11.24762  0.25
H: 9.75230 -18.03614 -10.42323  0.37
H: 9.51474 -16.15835 -11.99985  0.33
H: 6.93417 -17.42240 -12.97299  -0.05
H: 8.53470 -17.59369 -13.78125  0.46
H: 7.76089 -16.01601 -13.57254  0.46
H: 8.49992 -14.12341 -11.37755  0.49
H: 7.46938 -12.91213 -9.60216  0.26
H: 6.56170 -14.06865 -6.48800  0.32
H: 5.04832 -14.24723 -7.26629  0.24
H: 6.11005 -12.86463 -7.62032  0.40
H: 6.18908 -16.64064 -7.86100  0.49
H: 7.28341 -17.86779 -9.71269  0.27
C: -1.03100 -17.92336 -12.91928  -0.93
S: 0.68420 -17.50920 -13.31930  0.46
C: 1.43001 -19.12717 -13.52466  -0.17
O: 1.25054 -17.04467 -12.02004  -0.93
H: -1.51310 -18.25511 -13.83282  0.42
H: -1.46736 -16.98511 -12.55477  0.34
H: -1.02678 -18.65471 -12.09057  0.16
H: 0.89387 -19.64661 -14.31936  0.54
H: 1.45498 -19.59579 -12.54864  -0.13
H: 2.46457 -18.91086 -13.79994  -0.11
C: 1.23872 -13.46623 -11.45012  -1.20
Si: 3.06105 -13.60034 -11.08887  0.17
C: 3.75758 -12.11201 -10.11921  -1.02
C: 4.10789 -13.83481 -12.65986  -1.05
N: 3.24368 -15.08146 -10.13021  0.80
C: 3.11374 -15.12203 -8.79751  0.38
C: 3.56845 -16.27860 -8.05402  0.55
C: 3.34275 -16.42662 -6.69650  -0.66
C: 2.66967 -15.43963 -5.99922  -0.72
C: 2.23163 -14.29239 -6.65092  -0.97
C: 2.44503 -14.12977 -7.99730  -0.21
H: 0.59996 -13.92957 -10.70745  0.33
H: 1.06405 -14.01397 -12.37258  0.26
H: 0.95123 -12.44317 -11.60330  0.47
H: 4.02484 -11.41648 -10.91286  0.45
H: 4.57572 -12.40979 -9.43053  0.13
H: 2.97893 -11.62688 -9.51453  0.39
H: 4.26476 -12.87502 -13.17805  0.48
H: 3.69998 -14.57291 -13.34813  0.13
H: 5.08391 -14.23487 -12.37557  0.18
H: 4.05050 -17.04465 -8.60441  -0.23
H: 3.76449 -17.31229 -6.16478  0.41
H: 2.48942 -15.54457 -4.93077  0.43
H: 1.68495 -13.52558 -6.08633  0.42
H: 2.03680 -13.26298 -8.49311  0.35
F: 6.82904 -19.63107 -20.08671  -0.27
C: 6.23895 -18.45756 -19.90241  0.84
F: 7.13859 -17.49315 -20.23347  -0.25
F: 5.22803 -18.38193 -20.83474  -0.28
C: 5.73323 -18.19637 -18.52845  0.34
C: 5.01121 -17.05166 -18.27843  -0.92
C: 4.62828 -16.77341 -16.98715  -0.37
C: 4.96264 -17.60094 -15.91727  0.41
C: 5.70147 -18.76557 -16.17714  -0.37
C: 6.10005 -19.02531 -17.46146  -0.70
C: 4.56419 -17.27146 -14.56896  0.44
C: 4.26880 -17.14195 -13.40082  -1.66
H: 4.69593 -16.40559 -19.08698  0.39
H: 4.06162 -15.89666 -16.80195  0.53
H: 5.94009 -19.40075 -15.31372  0.55
H: 6.67436 -19.92156 -17.61634  0.43
F: 4.55818 -18.20512 -9.89242  -1.36
P: 4.82529 -19.89191 -10.23400  1.46
F: 6.07356 -19.89851 -9.27019  -0.38
F: 5.00354 -21.42017 -10.60314  -0.38
F: 3.51948 -19.71329 -11.20373  -0.42
F: 3.86826 -20.20400 -8.97566  -0.39
F: 5.69538 -19.39816 -11.45127  -0.42
C: -1.15083 -18.26869 -8.13109  -1.42
Sb: 0.75361 -19.15377 -7.93759  0.76
C: 0.03003 -20.70650 -6.67713  -1.40
C: 0.30121 -20.37845 -9.64168  -1.19
H: -1.79019 -18.83736 -8.83306  0.38
H: -1.12569 -17.20517 -8.42522  0.32
H: -1.62109 -18.29699 -7.13142  0.43
H: -1.01341 -20.75301 -6.92458  0.40
H: 0.22386 -20.61981 -5.62037  0.37
H: 0.49425 -21.64202 -6.94265  0.40
H: -0.62534 -20.94519 -9.50811  0.46
H: 1.06867 -21.04813 -10.00270  0.45
H: 0.21355 -19.61942 -10.38880  -0.06

The energy above the lowest of the compared OMol25 structures with the same formula, charge and spin comes out at 0.0 kcal/mol. The calculation puts the electronic energy at -102087.0002 eV. Its HOMO energy (spin up / spin down) is -8.46 / -8.46 eV. As for the expectation value of S²: 0.791. The value obtained for the LUMO energy (spin up / spin down) is 0.22 / -2.58 eV. As for the spin multiplicity: 2. The calculation puts the molar mass at 970.03 g/mol. The frontier orbital gap (spin up / spin down) comes out at 8.69 / 5.88 eV.

Repeat the second record exactly.
C6H10 | wB97M-V/def2-TZVPD

Each line ends with the Mulliken charge.
CARTESIAN COORDINATES (ANGSTROEM)
C: 3.08617 0.52360 -0.27767  -1.22
C: 1.63675 0.32306 -0.25500  0.84
C: 0.47747 0.08660 -0.01670  -0.65
C: -0.87134 -0.37143 0.34728  0.57
C: -1.50743 -1.12128 -0.83003  -1.32
C: -1.74301 0.75608 0.91262  -1.29
H: 3.51943 -0.10854 0.50777  0.28
H: 3.51886 0.24078 -1.24192  0.30
H: 3.35218 1.56504 -0.06571  0.30
H: -0.66484 -1.08741 1.15344  0.14
H: -1.66533 -0.43687 -1.67103  0.32
H: -2.46324 -1.59359 -0.56965  0.36
H: -0.81629 -1.90118 -1.16116  0.35
H: -1.95714 1.50131 0.13830  0.32
H: -2.69284 0.36683 1.30262  0.34
H: -1.20939 1.25700 1.72685  0.35

The energy above the lowest of the compared OMol25 structures with the same formula, charge and spin comes out at 29.6 kcal/mol. The calculation puts the electronic energy at -6382.5777 eV. Its HOMO energy is -9.29 eV. The value obtained for the LUMO energy is 1.07 eV. Its SMILES is CC#CC(C)C. The calculation puts the molar mass at 82.15 g/mol. The frontier orbital gap comes out at 10.36 eV.